(1)
Density functional theory data (ωB97M-V/def2-TZVPD) for 9 unconnected molecules or ions with the total composition C47H110BrF4NO10P2 at a distorted geometry.

The geometry in XYZ format:
```
175
Properties=species:S:1:pos:R:3:lowdin_charge:R:1
H 3.15 -2.53 -0.80 0.01
N 3.29 -1.62 -1.26 0.14
C 2.46 -1.45 -2.21 -0.48
C 2.54 -0.16 -2.98 -0.03
C 1.44 -2.50 -2.62 -0.24
P -0.19 -2.34 -1.74 0.76
F -0.78 -1.54 -3.09 -0.26
C -0.48 -0.91 -0.63 -0.28
C -0.61 0.47 -1.27 -0.21
C -2.04 0.98 -1.55 -0.19
C -3.13 -0.07 -1.76 -0.22
C -4.53 0.57 -1.75 -0.20
C -4.91 1.18 -0.38 -0.20
C -6.20 0.61 0.21 -0.21
C -6.19 0.54 1.73 -0.19
C -7.39 -0.29 2.26 -0.17
C -6.89 -1.47 3.08 -0.25
O -6.10 -1.07 4.17 -0.19
C -6.88 -0.79 5.32 -0.10
P 0.75 -3.43 0.04 0.45
O -0.43 -3.33 1.17 -0.41
Br 0.77 -5.63 -0.49 0.27
C -1.55 -3.66 -2.04 -0.64
F -2.65 -3.14 -2.67 0.08
F -1.06 -4.66 -2.83 0.05
F -1.99 -4.17 -0.87 0.05
H 3.55 -0.01 -3.34 0.08
H 1.83 -0.10 -3.79 0.08
H 2.35 0.64 -2.26 0.08
H 1.83 -3.50 -2.46 0.06
H 1.21 -2.41 -3.68 0.09
H -1.31 -1.15 0.02 0.09
H 0.39 -0.90 0.03 0.07
H -0.16 1.16 -0.56 0.11
H 0.01 0.55 -2.16 0.08
H -2.00 1.57 -2.46 0.12
H -2.31 1.66 -0.75 0.10
H -2.99 -0.50 -2.75 0.10
H -3.13 -0.85 -1.00 0.10
H -4.56 1.30 -2.55 0.11
H -5.23 -0.23 -1.98 0.10
H -4.08 1.06 0.31 0.10
H -5.05 2.25 -0.52 0.11
H -7.02 1.25 -0.09 0.12
H -6.42 -0.38 -0.18 0.11
H -5.29 0.05 2.08 0.10
H -6.26 1.54 2.16 0.11
H -8.03 0.33 2.89 0.10
H -7.97 -0.67 1.43 0.10
H -7.73 -2.10 3.39 0.11
H -6.27 -2.08 2.43 0.13
H -6.20 -0.50 6.11 0.09
H -7.41 -1.69 5.64 0.08
H -7.58 0.02 5.14 0.08
H -0.05 -3.51 2.04 0.04
C 8.24 -1.79 -5.99 -0.07
C 7.37 -1.04 -4.99 -0.27
O 6.03 -0.88 -5.42 -0.16
C 5.29 -2.07 -5.64 -0.28
C 5.17 -2.93 -4.39 -0.07
H 8.17 -1.34 -6.98 0.08
H 9.28 -1.76 -5.66 0.07
H 7.95 -2.84 -6.08 0.07
H 7.75 -0.03 -4.86 0.12
H 7.41 -1.52 -4.01 0.08
H 5.72 -2.65 -6.46 0.11
H 4.30 -1.74 -5.96 0.11
H 6.13 -3.36 -4.10 0.06
H 4.47 -3.76 -4.57 0.08
H 4.80 -2.34 -3.56 0.06
C -10.11 -4.61 -0.68 -0.08
C -9.53 -4.32 0.69 -0.28
O -9.72 -2.98 1.12 -0.17
C -11.06 -2.56 1.26 -0.28
C -11.84 -3.34 2.31 -0.07
H -9.75 -3.89 -1.41 0.08
H -9.82 -5.61 -1.01 0.08
H -11.20 -4.57 -0.68 0.07
H -8.45 -4.46 0.67 0.12
H -9.93 -5.02 1.44 0.11
H -11.58 -2.58 0.30 0.11
H -11.00 -1.51 1.56 0.11
H -12.01 -4.37 2.01 0.07
H -12.81 -2.87 2.47 0.07
H -11.29 -3.35 3.25 0.08
C 10.58 -0.86 -0.71 -0.07
C 9.41 -0.47 -1.59 -0.26
O 8.82 -1.56 -2.27 -0.19
C 8.26 -2.57 -1.46 -0.27
C 7.13 -2.07 -0.56 -0.07
H 11.31 -1.44 -1.28 0.08
H 11.08 0.04 -0.33 0.08
H 10.27 -1.45 0.15 0.07
H 9.75 0.21 -2.37 0.11
H 8.66 0.08 -1.01 0.10
H 9.03 -3.06 -0.86 0.11
H 7.87 -3.31 -2.15 0.11
H 7.49 -1.40 0.22 0.06
H 6.64 -2.91 -0.08 0.08
H 6.39 -1.53 -1.15 0.07
C 5.93 3.85 -2.64 -0.07
C 5.32 4.03 -1.26 -0.28
O 4.49 2.96 -0.85 -0.16
C 5.14 1.70 -0.74 -0.29
C 6.26 1.65 0.28 -0.07
H 5.15 3.61 -3.37 0.08
H 6.44 4.76 -2.95 0.07
H 6.66 3.04 -2.65 0.07
H 4.67 4.91 -1.26 0.11
H 6.10 4.22 -0.51 0.11
H 5.52 1.38 -1.72 0.11
H 4.37 0.99 -0.46 0.10
H 7.11 2.26 -0.01 0.07
H 6.60 0.63 0.39 0.05
H 5.92 2.01 1.26 0.08
C 15.56 0.30 -3.14 -0.08
C 14.17 0.14 -2.54 -0.29
O 13.38 1.32 -2.60 -0.17
C 13.10 1.80 -3.89 -0.28
C 12.30 0.84 -4.76 -0.07
H 16.06 1.16 -2.70 0.08
H 16.15 -0.59 -2.94 0.08
H 15.53 0.45 -4.22 0.07
H 14.25 -0.10 -1.48 0.12
H 13.64 -0.69 -3.02 0.11
H 14.02 2.11 -4.40 0.11
H 12.51 2.71 -3.74 0.12
H 12.89 -0.05 -5.02 0.07
H 12.00 1.32 -5.68 0.08
H 11.41 0.50 -4.23 0.07
C -14.55 0.27 3.91 -0.08
C -13.44 1.22 3.50 -0.28
O -12.93 1.00 2.20 -0.17
C -13.86 1.15 1.14 -0.29
C -14.43 2.55 1.02 -0.08
H -14.24 -0.76 3.75 0.07
H -14.80 0.41 4.96 0.08
H -15.46 0.44 3.33 0.07
H -12.58 1.09 4.17 0.12
H -13.76 2.27 3.61 0.11
H -14.66 0.41 1.22 0.11
H -13.30 0.91 0.24 0.12
H -15.08 2.80 1.86 0.07
H -15.02 2.64 0.11 0.08
H -13.63 3.29 1.00 0.08
C -7.28 -4.70 8.95 -0.08
C -6.46 -3.42 8.99 -0.28
O -7.20 -2.25 8.66 -0.17
C -8.29 -1.95 9.51 -0.28
C -7.89 -1.67 10.95 -0.08
H -7.79 -4.78 7.99 0.08
H -6.63 -5.56 9.08 0.08
H -8.03 -4.73 9.74 0.07
H -5.66 -3.47 8.26 0.12
H -5.98 -3.30 9.97 0.11
H -9.05 -2.74 9.46 0.11
H -8.74 -1.05 9.08 0.12
H -7.52 -2.57 11.45 0.07
H -8.75 -1.31 11.51 0.08
H -7.10 -0.92 10.99 0.08
C 6.43 9.54 -2.70 -0.08
C 6.23 8.13 -2.17 -0.29
O 7.43 7.46 -1.86 -0.17
C 8.22 8.04 -0.84 -0.28
C 7.52 8.12 0.51 -0.08
H 7.15 9.54 -3.53 0.08
H 5.49 9.95 -3.05 0.08
H 6.82 10.21 -1.93 0.07
H 5.75 7.52 -2.94 0.11
H 5.55 8.13 -1.31 0.11
H 8.57 9.04 -1.15 0.11
H 9.10 7.41 -0.76 0.12
H 6.69 8.82 0.50 0.07
H 8.22 8.45 1.28 0.08
H 7.13 7.14 0.79 0.08
```

## Properties
energy = -171975.4751 eV
energy relative to the best compared isomer or geometry (same formula, charge and spin) = 0.0 kcal per mole
SMILES = [H]/N=C(/C)CP(F)(CCCCCCCCCCOC)(P(O)Br)C(F)(F)F.CCOCC.CCOCC.CCOCC.CCOCC.CCOCC.CCOCC.CCOCC.CCOCC
total charge = 0
multiplicity = 1
E_HOMO = -8.4 eV



(2)
Density functional theory data (ωB97M-V/def2-TZVPD) for 11 unconnected molecules or ions with the total composition C47H126N12O14 at a distorted geometry.

The geometry in XYZ format:
```
199
Properties=species:S:1:pos:R:3:mulliken_spin:R:1
C 4.36 -4.57 0.64 3.07
O 3.96 -4.50 1.79 -0.92
N 5.15 -5.52 0.20 0.04
N 4.12 -3.74 -0.28 -1.73
H 5.58 -6.24 0.77 -0.08
H 5.49 -5.41 -0.74 -0.41
H 3.28 -3.20 -0.16 0.45
H 4.59 -3.84 -1.17 -0.29
C 1.76 4.26 0.19 -0.01
O 1.29 3.09 -0.55 0.02
C -0.10 2.83 -0.48 0.00
C -0.48 1.47 -1.08 -0.01
N 0.37 0.37 -0.65 0.00
C 0.11 -0.96 -1.29 -0.04
C 1.34 -1.87 -1.32 0.53
O 1.62 -2.55 -0.09 0.06
C 0.61 -3.31 0.43 -0.19
H 1.24 5.14 -0.18 0.00
H 2.82 4.28 -0.06 0.01
H 1.55 4.19 1.26 0.00
H -0.56 3.63 -1.06 0.00
H -0.48 2.92 0.54 0.00
H -0.56 1.36 -2.16 0.00
H -1.49 1.26 -0.72 0.00
H 1.34 0.61 -0.81 0.01
H -0.17 -0.72 -2.32 0.00
H -0.72 -1.50 -0.82 0.00
H 2.19 -1.22 -1.55 -0.20
H 1.20 -2.57 -2.15 0.15
H 0.14 -3.92 -0.34 0.02
H -0.17 -2.79 0.98 0.06
H 0.99 -4.01 1.18 -0.18
C -2.30 -2.69 3.23 0.00
O -3.49 -3.04 2.50 0.00
C -3.32 -2.84 1.10 0.00
C -4.28 -3.75 0.37 -0.02
N -5.67 -3.33 0.66 0.00
C -6.66 -4.14 -0.01 0.00
C -8.05 -4.00 0.48 0.00
O -8.20 -4.74 1.72 0.00
C -9.52 -4.49 2.36 0.00
H -2.47 -2.31 4.24 0.00
H -1.73 -1.88 2.77 0.00
H -1.72 -3.61 3.30 0.00
H -2.32 -3.17 0.81 0.00
H -3.43 -1.76 0.97 0.00
H -4.05 -4.80 0.56 0.00
H -4.05 -3.81 -0.70 0.01
H -5.85 -3.16 1.64 0.00
H -6.34 -5.19 0.06 0.00
H -6.76 -3.68 -0.99 0.00
H -8.75 -4.35 -0.28 0.00
H -8.21 -2.94 0.68 0.00
H -9.65 -3.46 2.67 0.00
H -9.66 -5.19 3.19 0.00
H -10.32 -4.75 1.67 0.00
C 4.45 2.00 -1.66 0.08
O 4.51 1.45 -0.35 -0.25
C 4.80 0.11 -0.30 0.76
C 4.72 -0.43 1.19 -0.11
N 5.62 0.46 1.94 -0.06
C 5.77 0.16 3.40 0.04
C 6.94 0.94 4.04 0.00
O 6.86 2.42 3.91 0.00
C 5.89 3.14 4.70 0.00
H 3.75 1.39 -2.23 0.00
H 5.44 1.92 -2.10 -0.04
H 4.14 3.04 -1.55 0.06
H 5.83 -0.05 -0.63 0.07
H 4.13 -0.55 -0.85 -0.10
H 5.17 -1.42 1.22 -0.06
H 3.72 -0.32 1.60 -0.02
H 5.44 1.44 1.81 0.01
H 6.07 -0.87 3.23 0.00
H 4.96 0.01 4.11 0.00
H 7.86 0.80 3.47 -0.01
H 7.02 0.66 5.09 0.00
H 4.95 2.65 4.45 0.00
H 5.92 4.19 4.43 0.00
H 6.11 2.87 5.74 0.00
C -2.02 -4.58 -3.90 0.11
C -0.78 -3.92 -3.25 -0.22
C 0.27 -4.91 -2.91 0.62
O -0.29 -5.99 -2.11 -0.24
C 0.75 -6.90 -1.68 0.04
N -0.34 -2.98 -4.29 -0.02
H -2.78 -3.82 -4.10 0.00
H -2.43 -5.36 -3.26 0.03
H -1.75 -4.99 -4.87 -0.03
H -1.05 -3.48 -2.29 -0.03
H 1.09 -4.46 -2.35 0.33
H 0.59 -5.36 -3.85 -0.12
H 1.57 -6.36 -1.21 0.21
H 1.07 -7.37 -2.60 -0.10
H 0.31 -7.61 -0.99 -0.01
H -1.03 -2.75 -4.99 -0.02
H 0.22 -3.55 -4.91 -0.08
C 2.84 -0.43 -5.82 0.51
C 1.81 0.10 -4.86 -1.01
C 1.91 1.67 -4.81 -0.07
O 1.23 2.23 -3.70 0.20
C 1.27 3.70 -3.71 0.02
N 0.52 -0.30 -5.29 0.17
H 2.97 0.04 -6.80 0.02
H 2.65 -1.43 -6.19 -0.09
H 3.82 -0.47 -5.33 0.02
H 2.02 -0.30 -3.87 0.12
H 1.66 2.27 -5.68 -0.01
H 2.96 1.85 -4.58 0.04
H 0.71 4.15 -2.89 0.01
H 0.87 4.08 -4.65 0.01
H 2.34 3.91 -3.73 -0.01
H 0.44 -1.30 -5.22 0.05
H -0.17 0.01 -4.62 -0.05
C -2.34 6.97 -2.14 0.00
C -3.32 6.13 -1.25 0.00
C -3.07 6.39 0.25 0.00
O -1.77 5.83 0.46 0.00
C -1.38 5.72 1.85 0.00
N -4.67 6.57 -1.52 0.00
H -2.74 7.04 -3.15 0.00
H -1.36 6.49 -2.09 0.00
H -2.19 7.98 -1.77 0.00
H -3.11 5.06 -1.34 0.00
H -3.81 5.98 0.94 0.00
H -3.10 7.45 0.50 0.00
H -1.91 6.52 2.36 0.00
H -0.34 5.77 2.15 0.00
H -1.92 4.81 2.12 0.00
H -4.79 7.55 -1.28 0.00
H -5.31 6.04 -0.96 0.00
C -2.59 3.42 -3.54 0.00
C -2.72 2.72 -4.93 -0.01
C -3.46 1.33 -4.81 0.00
O -2.96 0.57 -3.73 0.00
C -3.94 -0.34 -3.26 0.00
N -3.51 3.53 -5.83 0.00
H -3.59 3.64 -3.16 0.00
H -2.11 4.39 -3.67 0.00
H -1.99 2.88 -2.80 0.00
H -1.73 2.43 -5.30 0.01
H -3.47 0.77 -5.74 0.00
H -4.44 1.73 -4.52 0.00
H -3.40 -1.16 -2.79 -0.01
H -4.51 -0.86 -4.03 0.00
H -4.52 0.12 -2.46 0.00
H -4.46 3.33 -5.55 0.00
H -3.46 4.49 -5.51 0.00
C 0.99 1.58 3.63 0.00
C 1.17 0.08 3.28 -0.01
C 0.97 -0.95 4.47 0.00
O 1.18 -2.27 3.96 0.01
C 2.57 -2.68 3.87 -0.09
N 0.25 -0.35 2.21 0.01
H -0.02 1.77 4.00 0.00
H 1.19 2.08 2.68 0.00
H 1.74 1.93 4.33 0.00
H 2.20 -0.02 2.94 0.00
H -0.04 -0.77 4.82 0.00
H 1.74 -0.93 5.25 0.00
H 3.00 -2.79 4.86 -0.01
H 3.29 -2.08 3.31 0.01
H 2.52 -3.69 3.46 0.02
H 0.25 0.31 1.44 -0.01
H 0.76 -1.11 1.77 0.00
C -0.09 8.62 0.54 0.00
C 1.23 8.66 1.38 0.00
C 2.58 8.40 0.56 0.00
O 2.50 7.18 -0.10 0.00
C 3.69 6.69 -0.66 0.00
N 1.16 10.03 1.94 0.00
H -0.26 9.51 -0.06 0.00
H -0.95 8.60 1.21 0.00
H -0.09 7.79 -0.17 0.00
H 1.28 7.97 2.23 0.00
H 3.50 8.57 1.11 0.00
H 2.65 9.15 -0.23 0.00
H 3.70 5.87 -1.38 0.01
H 4.33 6.48 0.20 0.00
H 4.14 7.51 -1.21 0.00
H 2.07 10.23 2.32 0.00
H 0.46 10.05 2.67 0.00
C 0.53 -6.16 3.22 -0.06
C -0.74 -6.51 4.03 0.02
C -0.73 -7.94 4.60 0.02
O -1.82 -8.21 5.60 0.00
C -3.13 -8.18 5.06 0.00
N -0.90 -5.63 5.25 0.00
H 0.45 -5.15 2.82 -0.02
H 0.62 -6.91 2.43 0.04
H 1.48 -6.07 3.73 -0.02
H -1.61 -6.29 3.41 0.00
H 0.17 -8.06 5.20 0.00
H -0.73 -8.69 3.81 0.00
H -3.90 -8.49 5.76 0.00
H -3.28 -8.67 4.10 0.00
H -3.35 -7.15 4.79 0.00
H -1.52 -6.18 5.82 0.00
H -0.09 -5.70 5.84 0.00
```

## Properties
energy = -97316.0515 eV
energy relative to the best compared isomer or geometry (same formula, charge and spin) = 37.2 kcal per mole
total charge = -1
multiplicity = 2
E_HOMO (alpha / beta) = 0.4 / -6.3 eV